C43H34PPtSSb as an isolated structure in a non-equilibrium geometry, computed with wB97M-V/def2-TZVPD.

Structure (XYZ):
```
81
C43H34PPtSSb | OMol25 | wB97M-V/def2-TZVPD
Pt -1.168 0.343 -0.416
C 3.660 -0.209 1.673
C 2.942 -1.102 2.458
C 1.583 -0.924 2.646
C 0.925 0.181 2.096
C 1.651 1.065 1.299
C 3.005 0.860 1.081
P -0.831 0.429 2.498
C -0.828 0.416 4.316
C -2.032 0.430 5.035
C -2.046 0.382 6.416
C -0.863 0.352 7.143
C 0.340 0.435 6.447
C 0.357 0.469 5.068
C -1.273 2.102 1.978
C -1.578 3.178 2.805
C -2.024 4.358 2.226
C -2.148 4.429 0.843
C -1.832 3.341 0.034
C -1.392 2.128 0.575
H 4.720 -0.362 1.507
H 3.448 -1.949 2.909
H 1.019 -1.626 3.250
H 1.154 1.918 0.861
H 3.552 1.540 0.439
H -2.969 0.478 4.492
H -2.992 0.368 6.945
H -0.869 0.292 8.223
H 1.274 0.496 6.995
H 1.305 0.573 4.560
H -1.478 3.084 3.883
H -2.283 5.213 2.842
H -2.494 5.352 0.385
H -1.932 3.440 -1.042
S 0.040 1.655 -2.136
Sb 0.735 0.386 -4.001
C 2.481 1.622 -4.479
C 3.073 1.490 -5.735
C 4.190 2.239 -6.082
C 4.729 3.142 -5.178
C 4.145 3.284 -3.923
C 3.033 2.527 -3.579
C 2.096 -1.161 -3.297
C 2.980 -1.719 -4.219
C 3.742 -2.833 -3.899
C 3.605 -3.421 -2.650
C 2.723 -2.878 -1.730
C 1.989 -1.738 -2.042
C -1.446 -1.275 -1.726
C -1.002 -2.606 -1.728
C -1.277 -3.496 -2.760
C -2.056 -3.108 -3.841
C -2.560 -1.815 -3.859
C -2.250 -0.929 -2.834
H 2.645 0.792 -6.450
H 4.640 2.122 -7.063
H 5.593 3.736 -5.452
H 4.565 3.991 -3.216
H 2.571 2.637 -2.603
H 3.077 -1.275 -5.206
H 4.420 -3.259 -4.631
H 4.180 -4.307 -2.399
H 2.584 -3.353 -0.770
H 1.299 -1.321 -1.316
H -0.417 -2.974 -0.893
H -0.875 -4.505 -2.724
H -2.280 -3.802 -4.645
H -3.197 -1.498 -4.680
H -2.649 0.079 -2.903
C -1.843 -0.453 1.324
C -3.135 -0.949 1.624
C -3.514 -1.493 2.886
C -4.774 -2.016 3.103
C -5.731 -2.033 2.091
C -5.389 -1.507 0.842
C -4.137 -0.980 0.609
H -2.771 -1.514 3.675
H -5.023 -2.428 4.078
H -6.715 -2.455 2.266
H -6.124 -1.514 0.042
H -3.875 -0.568 -0.357
```

**Charge**: -2
**Spin multiplicity**: 1
**Strongest force on any atom**: 2.96 eV/A
**HOMO level**: 0.0977 eV
**ΔE to the lowest compared entry with this formula, charge and spin**: 0.0 kcal/mol
**Total energy**: -2758.06114 Ha